{
  "formula": "C39H73Cl2NO6P2PbSi",
  "method": "wB97M-V/def2-TZVPD",
  "lumo_energy_ha": 0.016,
  "orbital_gap_ev": 7.569,
  "total_charge": 0,
  "symbols": ["Pb", "C", "C", "C", "P", "C", "C", "C", "C", "C", "C", "C", "C", "C", "C", "N", "C", "C", "C", "C", "C", "C", "C", "P", "C", "C", "C", "C", "C", "C", "H", "H", "H", "H", "H", "H", "H", "H", "H", "H", "H", "H", "H", "H", "H", "H", "H", "H", "H", "H", "H", "H", "H", "H", "H", "H", "H", "H", "H", "H", "H", "H", "H", "H", "H", "H", "H", "H", "H", "H", "Cl", "C", "Cl", "H", "H", "O", "H", "H", "O", "H", "H", "C", "C", "C", "C", "O", "Si", "O", "O", "C", "C", "C", "C", "O", "C", "C", "C", "C", "H", "H", "H", "H", "H", "H", "H", "H", "H", "H", "H", "H", "H", "H", "H", "H", "H", "H", "H", "H", "H", "H", "H", "H", "H", "H", "H"],
  "coordinates": [[-0.418413, 0.150367, 0.167858], [-0.688265, 0.926255, 4.779502], [-1.387576, -0.247643, 4.116584], [-1.906272, -1.317832, 5.091561], [-0.288845, -0.881529, 2.757441], [1.339756, -1.321933, 3.434458], [1.571830, -1.788016, 4.886391], [2.267698, -0.149071, 3.121798], [-1.012949, -2.513594, 2.289761], [-0.746168, -3.782554, 2.801199], [-1.547046, -4.905586, 2.522787], [-1.325946, -6.314070, 3.024417], [-2.527320, -4.712998, 1.577589], [-2.785931, -3.498759, 0.975636], [-2.096390, -2.342566, 1.370987], [-2.343575, -1.042765, 0.909862], [-3.537715, -0.510391, 1.335043], [-4.542569, -1.272761, 1.998113], [-5.769063, -0.716694, 2.373838], [-6.092874, 0.611687, 2.082790], [-7.407862, 1.166393, 2.431538], [-5.065425, 1.373293, 1.536992], [-3.801841, 0.874507, 1.207691], [-2.463943, 1.975596, 0.689160], [-2.843498, 2.787675, -0.942090], [-4.088058, 3.665167, -0.952952], [-2.956888, 1.679072, -1.991568], [-2.168815, 3.219363, 2.010401], [-1.097052, 4.191249, 1.506192], [-3.347718, 3.927964, 2.722515], [-1.341691, 1.535156, 5.418076], [-0.207027, 1.573647, 4.042922], [0.126730, 0.545495, 5.368301], [-2.220459, 0.062084, 3.502094], [-1.158939, -2.148535, 5.206279], [-2.809923, -1.781051, 4.712995], [-2.060349, -0.888456, 6.113587], [1.631643, -2.180824, 2.838004], [1.390320, -1.079547, 5.662342], [2.620385, -2.052884, 5.070889], [0.998566, -2.651288, 5.157109], [1.924104, 0.681495, 3.755426], [2.047463, 0.115028, 2.076148], [3.355719, -0.346777, 3.236407], [0.072352, -3.887687, 3.521636], [-0.311681, -6.454446, 3.369347], [-1.481698, -7.018499, 2.140511], [-1.962614, -6.626663, 3.848911], [-3.195436, -5.524563, 1.320463], [-3.647105, -3.422384, 0.347197], [-4.330207, -2.284998, 2.173163], [-6.427638, -1.355008, 2.961617], [-7.535178, 0.812267, 3.497717], [-8.213340, 0.726978, 1.872493], [-7.488323, 2.271693, 2.500509], [-5.266781, 2.414876, 1.331187], [-1.896511, 3.275015, -1.170442], [-4.937639, 3.045535, -0.609330], [-4.273398, 3.974629, -1.975271], [-4.086356, 4.575837, -0.278224], [-3.741707, 0.980591, -1.722935], [-1.994880, 1.150533, -2.162786], [-3.247637, 2.070486, -2.952810], [-1.590852, 2.589607, 2.672009], [-1.534301, 4.917776, 0.792402], [-0.318943, 3.636002, 0.971183], [-0.698587, 4.766563, 2.287803], [-3.732628, 4.712586, 2.070124], [-3.085872, 4.394790, 3.678778], [-4.171811, 3.203736, 2.950190], [-3.696910, -2.847651, -2.283683], [-2.221678, -3.824021, -2.286233], [-0.719441, -2.867083, -2.305202], [-2.273847, -4.400559, -3.225956], [-2.155755, -4.416653, -1.360579], [1.750484, 2.315912, 0.576553], [2.019275, 1.508884, 0.000795], [1.926775, 3.110475, 0.077062], [1.845537, -1.938103, 0.405696], [1.382445, -2.674369, 0.001288], [2.029333, -1.208630, -0.274848], [6.895108, 0.071801, -1.997270], [5.702506, 1.093164, -2.062521], [5.612216, 1.814694, -0.736524], [5.819841, 2.077175, -3.242846], [4.576165, 0.288807, -2.234226], [2.959522, 0.311011, -2.401512], [2.165474, 0.247341, -1.008624], [2.523450, 1.690063, -3.218658], [1.232579, 2.161248, -3.709482], [1.571690, 3.040718, -4.922635], [0.503053, 3.019551, -2.653273], [0.338628, 0.971001, -4.173456], [2.624548, -0.987854, -3.319547], [3.528072, -1.906300, -3.970438], [4.386402, -2.732945, -2.983607], [2.600637, -2.900260, -4.661027], [4.358473, -1.168309, -5.059707], [7.850569, 0.597633, -1.875402], [6.909407, -0.450975, -2.951269], [6.704165, -0.599774, -1.199494], [6.513184, 2.390672, -0.504294], [5.499717, 1.055764, 0.073940], [4.746885, 2.476183, -0.797198], [6.722536, 2.666308, -3.192588], [4.941945, 2.705369, -3.265480], [5.792895, 1.508916, -4.228629], [2.238891, 3.856741, -4.671712], [0.624704, 3.452119, -5.288373], [2.044051, 2.491098, -5.734582], [0.818510, 4.086318, -2.590263], [0.689362, 2.608451, -1.664805], [-0.558329, 2.985406, -2.880230], [0.901283, 0.262089, -4.790514], [-0.431333, 1.363093, -4.804845], [-0.123110, 0.411796, -3.340666], [3.732836, -3.151029, -2.222714], [5.168827, -2.124386, -2.582918], [4.864791, -3.522950, -3.519080], [1.951003, -3.409226, -3.949423], [3.221025, -3.628816, -5.209045], [1.952797, -2.377685, -5.329055], [4.646850, -0.211298, -4.710492], [3.867952, -1.127631, -6.021851], [5.304965, -1.721916, -5.150067]],
  "forces_ev_per_a": [[0.215, -0.267, -0.242], [-0.004, 0.269, -0.197], [-0.056, -0.468, -0.358], [1.209, -0.421, 0.679], [-0.039, -1.084, 0.439], [1.376, -0.414, 1.035], [0.231, -0.226, -0.128], [-0.324, 0.216, -0.568], [-1.290, 0.399, -0.683], [0.289, -0.284, 0.926], [0.741, 0.352, -0.297], [0.209, -0.541, -1.143], [-0.813, 0.012, -0.310], [0.160, 0.715, 0.732], [1.352, -0.858, 0.156], [-0.932, -0.210, 0.360], [-0.101, 0.111, -0.013], [-0.635, 1.717, -0.324], [1.085, -0.537, -0.104], [1.483, -0.005, -0.618], [-0.438, 0.216, 2.579], [-0.488, -0.067, -0.146], [-0.100, 0.210, -0.268], [-0.134, -0.236, -0.094], [0.189, -0.472, 0.474], [-0.314, 0.461, 0.959], [0.326, -0.404, 0.164], [0.121, 0.618, 0.157], [-1.144, -0.198, -1.970], [-0.420, -1.032, -0.125], [0.033, -0.243, -0.181], [-0.182, 0.167, -0.051], [0.280, -0.066, 0.542], [-0.524, 0.550, 0.035], [-0.641, 0.722, 0.023], [-0.233, 0.028, 0.076], [-0.100, -0.289, -0.855], [0.056, 0.027, -0.466], [-0.452, 0.934, 0.351], [-0.024, -0.047, -0.552], [-0.412, -0.634, 0.040], [0.587, 0.057, -0.194], [0.643, 0.259, 0.314], [-0.803, 0.033, 0.084], [-0.192, -0.048, -0.247], [0.379, -0.015, 0.045], [0.148, 0.736, 1.304], [-0.311, 0.154, -0.057], [0.094, -0.267, -0.057], [-0.217, 0.154, -0.511], [-0.067, -1.068, 0.474], [-0.185, 0.168, -0.272], [-0.453, 0.469, -0.878], [-0.435, 0.049, -0.416], [0.183, -0.679, -0.481], [-0.061, 0.099, 0.117], [-0.150, 0.694, 0.082], [0.252, 0.309, -0.400], [-0.206, 0.249, -0.143], [0.349, -1.017, -0.783], [-0.022, -0.411, 0.137], [-0.594, 0.151, 0.259], [-0.043, 0.433, -0.415], [-0.279, -0.315, 0.789], [0.133, -0.309, 0.193], [0.133, 0.199, 0.258], [0.731, 0.615, 1.218], [-0.142, -0.009, 0.022], [0.355, -0.109, -0.234], [0.715, 0.693, -0.194], [0.093, 0.161, 0.100], [0.220, -0.385, -0.232], [-0.168, 0.154, -0.092], [0.269, 0.101, 0.765], [-0.337, 0.132, -0.630], [-0.262, -1.082, 0.198], [0.124, 0.793, -0.022], [0.186, 0.105, -0.304], [-0.094, 0.389, 0.142], [0.023, 0.022, -0.343], [0.020, -0.330, 0.174], [-0.454, 1.837, -1.288], [1.373, -0.415, -0.144], [-0.069, -0.332, 0.547], [-0.243, -1.473, -0.871], [-0.295, -0.240, -0.288], [-0.684, 0.763, 1.025], [0.069, -0.106, -0.115], [-0.549, 0.388, -0.212], [1.105, -0.431, -0.253], [-0.655, -0.225, -0.013], [0.500, 0.111, 0.006], [0.757, 0.101, 0.509], [0.373, -0.933, -0.290], [-0.717, -0.166, -0.480], [-0.716, 1.137, -0.454], [0.580, -0.420, 0.127], [0.533, -1.641, 0.989], [-0.167, -0.167, 0.115], [0.126, -0.243, -0.003], [-0.021, -0.700, 0.756], [-0.099, 0.056, -0.204], [-0.215, 0.643, -0.520], [-0.030, 0.057, 0.441], [0.286, 0.224, 0.029], [-0.214, 0.370, 0.110], [0.264, 0.608, 1.195], [0.060, 0.142, 0.313], [0.159, 0.148, -0.142], [-0.052, -0.286, 0.051], [-0.009, -0.694, -0.402], [-0.213, -0.296, 0.107], [-0.208, 0.153, 0.070], [0.104, 0.165, 0.296], [-0.753, 0.304, -0.277], [0.299, 0.233, -0.202], [0.104, 0.054, 0.234], [0.312, 0.361, 0.663], [0.219, -0.713, -0.466], [0.191, -0.134, 0.160], [-0.419, 0.133, 0.077], [-0.417, 0.364, -0.706], [0.031, 1.066, 0.211], [-0.226, 0.104, -0.138], [-0.190, 0.040, -0.367]],
  "lowdin_charge": [1.2312, -0.1161, -0.5036, -0.0791, 1.0150, -0.5411, -0.1005, -0.1200, -0.2630, -0.0261, -0.2663, -0.0525, -0.0623, -0.0816, -0.3500, -0.1759, -0.3267, -0.0068, -0.0236, -0.3121, -0.0672, -0.0803, -0.3013, 0.9786, -0.5349, -0.0954, -0.1298, -0.5183, -0.1122, -0.0811, 0.0912, 0.0593, 0.0522, 0.0712, 0.0670, 0.0662, 0.0920, 0.0844, 0.0527, 0.0866, 0.0442, 0.0706, 0.0257, 0.1016, 0.1066, 0.0659, 0.1014, 0.0740, 0.1181, 0.0732, 0.0766, 0.1164, 0.0965, 0.0703, 0.0886, 0.0860, 0.0751, 0.0691, 0.0727, 0.0883, 0.0774, 0.0351, 0.0785, 0.0599, 0.0863, 0.0467, 0.0638, 0.0641, 0.0786, 0.0669, 0.5352, -0.9878, 0.5442, 0.0324, 0.0113, -0.1709, -0.0308, 0.0178, -0.1491, 0.0103, -0.0266, -0.0158, -0.6448, -0.0284, -0.0158, -0.0994, 0.0052, -0.4248, -0.1156, -0.5698, -0.0385, -0.0232, -0.0233, -0.1087, -0.5852, -0.0119, -0.0502, 0.0007, 0.0854, 0.0739, 0.0674, 0.0860, 0.1049, 0.0816, 0.0767, 0.0666, 0.0979, 0.0794, 0.0845, 0.0847, 0.1021, 0.0419, 0.0616, 0.0836, 0.0720, 0.0655, 0.0901, 0.0531, 0.0728, 0.0632, 0.0950, 0.0686, 0.0359, 0.0798, 0.0907]
}